1.
Molecular formula: C67H62As2CaN7O9S
Method: DFT, ωB97M-V/def2-TZVPD

The geometry in XYZ format:
```
149
Properties=species:S:1:pos:R:3:forces:R:3
Ca -1.2884 -0.1590 1.5351 -0.707 0.968 0.275
C 8.3206 -4.8810 1.3844 0.025 -0.085 0.026
O 8.2481 -3.6428 0.7174 -0.009 0.069 -0.004
C 7.0121 -3.0546 0.6400 -0.062 0.074 -0.055
C 5.9069 -3.4518 1.3809 0.070 -0.142 0.072
C 4.6852 -2.8225 1.1918 -0.037 0.067 -0.116
C 4.5203 -1.8053 0.2506 0.280 -0.171 0.039
C 5.6668 -1.3739 -0.4329 -0.090 -0.028 0.119
C 6.8894 -1.9858 -0.2425 0.128 -0.040 -0.025
C 3.1882 -1.2761 -0.0199 -0.674 0.455 -1.128
C 2.7671 -0.9251 -1.2895 0.521 0.027 1.342
C 3.3993 -0.8865 -2.5762 -0.209 0.370 -0.682
C 2.6261 -0.1245 -3.3948 0.733 -0.530 0.052
C 1.4235 0.2733 -2.7010 -0.913 0.677 0.412
N 1.5222 -0.3026 -1.4421 -0.439 -0.256 -0.572
C 0.4736 1.1535 -3.2128 0.875 -0.474 0.007
C -0.8640 1.4095 -2.7511 -0.771 -0.185 0.331
C -1.7521 2.4618 -3.2133 -0.054 0.046 0.046
C -2.9957 2.1571 -2.7356 0.015 0.014 0.001
C -2.8675 0.9234 -1.9938 -0.677 -0.102 0.107
C -3.8711 -0.0090 -1.6059 0.995 0.167 -0.222
C -5.1261 -0.1385 -2.3592 -0.382 0.083 -0.059
C -5.2423 0.2666 -3.6919 0.076 -0.024 0.227
C -6.3721 -0.0109 -4.4479 -0.051 -0.022 -0.148
C -7.4147 -0.7367 -3.8899 0.055 0.059 0.050
O -8.5440 -1.1097 -4.5652 0.073 -0.036 0.083
C -8.5128 -0.9998 -5.9701 -0.040 0.026 -0.109
C -7.3304 -1.1333 -2.5587 -0.170 -0.089 0.010
C -6.2117 -0.8374 -1.8102 0.060 0.142 0.086
C -3.4251 -1.1220 -0.8221 -0.188 0.018 -0.011
N -2.2368 -0.9564 -0.1920 -0.908 -0.818 -1.594
C -1.5387 -2.0983 -0.2977 -0.581 -0.007 -0.207
C -0.0714 -1.8829 -0.4859 0.235 -0.182 -0.260
C 0.4358 -2.7220 -1.6318 0.022 -0.018 0.004
C 1.4059 -3.6941 -1.4155 -0.104 0.014 0.002
C 1.8553 -4.4824 -2.4594 0.025 -0.070 -0.047
C 1.3412 -4.3005 -3.7387 0.023 0.042 0.143
O 1.8519 -5.1157 -4.7118 0.047 -0.074 0.014
C 1.2959 -5.0129 -5.9999 -0.018 -0.008 -0.087
C 0.3694 -3.3331 -3.9637 -0.066 0.025 -0.151
C -0.0783 -2.5508 -2.9095 0.032 -0.012 0.104
C 0.4991 -0.4298 -0.3968 0.759 -0.160 -0.392
C 0.7663 0.7511 0.5497 0.171 0.495 -0.132
C 1.8842 0.3174 1.2304 -0.389 -0.433 -0.132
C 2.1421 -1.1226 1.0271 0.666 -0.292 1.171
N 0.7909 -1.4972 0.5755 -0.141 0.588 -0.507
C -2.3640 -3.1005 -0.8761 -0.022 -0.111 0.194
C -3.5763 -2.5003 -1.1579 0.060 -0.003 -0.177
N -1.5378 0.5558 -1.9942 0.559 -0.225 -0.461
C 0.8089 1.8244 -4.5057 -0.183 -0.164 0.057
C 0.1838 1.4084 -5.6761 0.134 0.155 0.058
C 0.4099 2.0504 -6.8871 -0.054 -0.049 -0.156
C 1.2625 3.1455 -6.9330 -0.005 -0.017 0.051
O 1.5314 3.8649 -8.0685 0.018 0.009 0.057
C 0.8046 3.5293 -9.2269 -0.022 -0.004 -0.059
C 1.8964 3.5725 -5.7714 0.097 0.063 -0.038
C 1.6764 2.9127 -4.5749 -0.049 -0.014 -0.100
H 9.3316 -5.2533 1.2327 0.001 0.026 0.026
H 7.6103 -5.6000 0.9638 -0.013 0.024 0.028
H 8.1333 -4.7809 2.4582 0.009 0.008 -0.017
H 5.9785 -4.2597 2.0974 -0.001 0.007 -0.021
H 3.8185 -3.1452 1.7546 -0.039 0.042 -0.007
H 5.5914 -0.5358 -1.1124 -0.005 0.017 -0.012
H 7.7695 -1.6538 -0.7790 0.000 -0.005 -0.006
H 4.3272 -1.3700 -2.8317 0.022 -0.004 0.007
H 2.8251 0.1027 -4.4301 -0.008 0.062 0.016
H -1.4734 3.2955 -3.8407 -0.032 0.066 0.035
H -3.9001 2.7393 -2.8359 -0.012 -0.012 -0.104
H -4.4155 0.7747 -4.1646 0.080 -0.006 -0.003
H -6.4018 0.3155 -5.4789 -0.022 -0.022 0.018
H -9.3827 -1.5406 -6.3370 -0.001 0.036 -0.006
H -7.6070 -1.4511 -6.3858 -0.020 -0.003 0.019
H -8.5737 0.0423 -6.2997 0.014 -0.012 0.025
H -8.1543 -1.7012 -2.1449 0.015 0.029 0.060
H -6.1539 -1.1560 -0.7768 0.016 -0.026 0.005
H 1.8111 -3.8315 -0.4201 0.022 0.040 0.014
H 2.6091 -5.2434 -2.3023 0.006 0.002 -0.011
H 1.4605 -4.0236 -6.4389 0.002 -0.001 0.032
H 0.2217 -5.2238 -5.9926 0.012 0.010 0.003
H 1.8029 -5.7596 -6.6076 -0.014 0.011 -0.010
H -0.0482 -3.1818 -4.9502 0.023 0.030 0.026
H -0.8322 -1.7874 -3.0661 -0.005 0.009 -0.030
H 0.5205 1.7862 0.3359 0.026 0.016 -0.019
H 2.5374 0.9559 1.8130 0.104 0.056 -0.140
H -2.0837 -4.1228 -1.0795 0.035 0.023 -0.066
H -4.4200 -2.9528 -1.6550 0.018 0.009 -0.057
H -0.4987 0.5687 -5.6278 -0.010 -0.009 -0.023
H -0.0824 1.6863 -7.7786 -0.011 0.028 0.008
H 1.0822 4.2615 -9.9820 0.001 -0.022 -0.008
H -0.2748 3.5826 -9.0536 0.018 0.006 0.002
H 1.0562 2.5271 -9.5887 0.001 0.013 0.016
H 2.5530 4.4316 -5.8292 0.010 -0.005 0.012
H 2.1615 3.2553 -3.6692 0.018 -0.013 0.005
C -0.3422 6.3749 2.1862 -0.025 -0.154 0.031
As 0.1076 4.5331 2.7616 0.004 0.434 -0.046
C 1.7451 4.3856 1.6917 -0.007 -0.110 -0.095
C 1.0269 4.9091 4.4652 0.041 -0.173 0.023
C 1.3262 6.2036 4.8779 -0.092 0.115 -0.070
C 1.9578 6.4419 6.0897 -0.013 -0.033 0.013
C 2.3072 5.3734 6.8999 0.050 0.027 0.028
C 2.0337 4.0788 6.4856 0.035 -0.168 0.033
C 1.3931 3.8229 5.2782 -0.078 0.065 -0.229
As 0.9001 1.9973 4.6601 0.222 0.446 0.335
C -0.3627 1.7112 6.1443 -0.049 -0.146 0.054
C 2.3899 0.9682 5.4176 0.005 -0.057 0.023
H 0.5279 7.0257 2.0998 0.038 -0.051 0.031
H -1.0712 6.8292 2.8574 0.017 -0.045 0.038
H -0.8048 6.2832 1.2028 0.017 0.002 -0.001
H 2.3658 5.2701 1.8324 -0.018 0.001 0.070
H 1.4970 4.2864 0.6350 -0.032 -0.050 0.014
H 2.2969 3.5009 2.0074 -0.012 -0.020 -0.034
H 1.0609 7.0468 4.2508 -0.008 -0.013 0.031
H 2.1733 7.4572 6.3994 0.001 0.004 -0.008
H 2.7930 5.5464 7.8525 0.020 -0.005 -0.010
H 2.3254 3.2496 7.1218 -0.020 0.018 0.010
H 0.0882 2.0014 7.0939 0.063 0.023 -0.042
H -0.6550 0.6640 6.2027 -0.048 -0.036 -0.024
H -1.2613 2.3129 5.9963 0.032 0.020 -0.058
H 2.4627 1.0823 6.4995 -0.019 0.018 -0.008
H 3.3350 1.2567 4.9584 -0.050 0.069 -0.041
H 2.2156 -0.0834 5.1867 -0.046 0.007 -0.016
C -6.2308 1.6748 3.9660 -0.019 0.071 0.041
O -5.7139 0.6435 3.1352 0.095 -0.110 0.034
C -4.3976 0.5876 2.8651 -0.074 0.080 -0.142
O -3.9725 -0.2279 2.0869 0.218 0.028 0.008
N -3.6199 1.5514 3.4674 -0.044 0.081 0.056
N -2.2520 1.4480 3.1772 0.213 -0.019 0.196
H -7.3081 1.6554 3.8276 0.012 -0.022 0.025
H -5.8466 2.6530 3.6737 -0.011 -0.019 -0.019
H -6.0053 1.4821 5.0186 0.005 -0.003 -0.019
H -3.8473 1.7782 4.4254 -0.016 -0.031 0.032
H -1.8166 0.7324 3.7676 -0.217 0.307 0.366
H -1.7925 2.3371 3.3396 -0.047 0.107 -0.160
O -1.8585 -1.6118 7.0371 0.153 -0.072 -0.072
S -1.8702 -2.2694 5.7517 -0.137 -0.069 0.359
O -2.9776 -3.1452 5.4890 0.124 -0.028 -0.150
N -1.6856 -1.1393 4.5827 -0.045 -0.152 0.022
C -0.4934 -1.2352 4.0139 0.350 0.013 0.398
O -0.0390 -0.3831 3.2073 0.565 -0.840 1.751
C 0.3140 -2.4077 4.4488 0.207 -0.108 0.106
C 1.5413 -2.7946 3.9368 -0.050 0.081 0.026
C 2.1364 -3.9170 4.4984 0.008 -0.064 -0.001
C 1.5203 -4.6123 5.5358 -0.006 0.019 -0.021
C 0.2826 -4.2173 6.0330 -0.231 -0.062 0.172
C -0.3071 -3.1063 5.4694 -0.119 0.392 -0.401
H 1.9836 -2.2304 3.1114 -0.011 -0.010 -0.013
H 3.0875 -4.2678 4.1165 0.021 0.026 0.025
H 2.0077 -5.4806 5.9610 -0.009 -0.016 -0.012
H -0.2099 -4.7676 6.8238 0.040 -0.011 0.019
```
Positions in Å, forces in eV/Å.

Its gap between HOMO and LUMO (spin up / spin down) is 4.9 / 4.9 eV. Its HOMO energy (spin up / spin down) is -3.03 / -3.03 eV. As for the net charge: -1. The calculation puts the molar mass at 1331.26 g mol⁻¹.

Results of the Mulliken charge analysis, in e, for atoms 1 through 5: number 1, Ca, carries 1.7919; number 2, C, carries -0.8340; number 3, O, carries -0.4846; number 4, C, carries 0.9756; number 5, C, carries -0.6378

2.
Molecular formula: C67H82AsBMnN8PS3
Method: DFT, ωB97M-V/def2-TZVPD

The geometry in XYZ format:
```
164
Properties=species:S:1:pos:R:3:forces:R:3
Mn 0.4479 0.0330 0.3067 -0.244 0.633 -0.065
C -4.8319 2.0128 -1.9203 0.069 -0.047 -0.026
C -4.1810 1.1795 -3.0298 -0.275 -0.063 0.176
C -4.2750 -0.3156 -2.7216 0.127 0.061 -0.048
C -4.9137 1.4235 -4.3477 0.063 0.060 -0.011
N -2.7696 1.6590 -3.1642 0.209 -0.123 0.060
C -2.3794 2.5503 -4.1519 0.021 0.154 -0.147
C -1.1842 3.0552 -3.8021 0.021 0.001 0.030
N -0.8176 2.4977 -2.5980 -0.536 -0.135 0.007
B 0.3043 3.1071 -1.7336 0.349 -0.446 -0.070
N -0.4122 3.7041 -0.4780 0.104 0.099 0.646
C -1.2529 4.7607 -0.7723 0.080 0.063 -0.104
C -1.7354 5.2513 0.3741 -0.143 0.055 -0.091
N -1.2006 4.5100 1.4120 0.231 -0.151 -0.173
C -0.4095 3.5305 0.8684 -0.283 0.272 -0.550
S 0.3598 2.2623 1.7108 0.400 -0.367 0.038
C -1.5055 4.9489 2.8083 -0.179 0.053 0.233
C -3.0017 4.7251 3.0415 0.029 -0.039 -0.022
C -0.7318 4.2115 3.8900 0.099 -0.104 -0.103
C -1.1512 6.4369 2.9100 -0.003 0.003 -0.030
N 1.5672 2.1669 -1.4986 0.079 0.427 -0.061
C 2.5823 2.8686 -0.8136 -0.133 -0.157 0.093
C 3.6980 2.8469 -1.5403 0.143 0.140 0.219
N 3.4446 2.1720 -2.7331 -0.305 0.131 0.144
C 2.1489 1.7433 -2.7054 -0.009 -0.165 0.106
S 1.3212 0.8502 -3.8465 0.306 -0.447 -0.215
C 4.5137 1.9741 -3.7582 0.140 -0.185 -0.086
C 5.5560 3.0810 -3.5735 0.028 -0.041 0.073
C 5.1518 0.6079 -3.5093 -0.105 -0.059 -0.075
C 4.0004 2.0735 -5.1960 -0.141 0.058 0.063
C -1.7815 1.6329 -2.2222 0.237 0.367 -0.290
S -1.7791 0.7212 -0.7783 -0.034 -0.252 0.475
H -5.8866 1.7517 -1.8286 0.002 -0.014 -0.006
H -4.7566 3.0770 -2.1532 -0.013 -0.004 -0.004
H -4.3401 1.8302 -0.9644 -0.028 0.000 0.008
H -5.3258 -0.5826 -2.6038 -0.013 0.059 -0.029
H -3.7513 -0.5779 -1.8104 0.052 -0.043 0.071
H -3.8627 -0.9027 -3.5399 0.000 -0.036 -0.003
H -5.8988 0.9657 -4.2802 -0.010 0.006 0.019
H -4.3860 0.9620 -5.1842 -0.038 -0.015 -0.007
H -5.0540 2.4854 -4.5519 -0.007 -0.016 -0.017
H -2.9684 2.7578 -5.0241 -0.010 -0.055 0.050
H -0.5550 3.7649 -4.3080 0.025 -0.053 0.000
H 0.7372 4.0491 -2.3469 -0.117 0.104 -0.100
H -1.4110 5.0873 -1.7852 -0.014 -0.021 0.026
H -2.4223 6.0618 0.5306 0.066 -0.011 0.035
H -3.2436 3.6686 2.9125 -0.012 -0.005 0.009
H -3.6145 5.3116 2.3561 0.000 -0.017 0.007
H -3.2587 5.0148 4.0606 -0.010 0.023 -0.005
H -1.0048 3.1636 3.9232 0.014 -0.141 0.027
H -0.9886 4.6645 4.8492 -0.017 0.031 -0.053
H 0.3436 4.2915 3.7456 0.044 -0.008 0.010
H -1.7756 7.0610 2.2717 0.024 0.007 0.037
H -0.1074 6.5993 2.6379 -0.002 -0.001 0.012
H -1.2923 6.7670 3.9388 -0.021 0.003 -0.006
H 2.3952 3.3537 0.1264 -0.025 -0.065 0.097
H 4.6589 3.2652 -1.3046 -0.077 -0.024 -0.019
H 6.1320 2.9584 -2.6555 0.019 0.029 -0.044
H 5.0854 4.0653 -3.5733 0.029 0.008 -0.020
H 6.2563 3.0391 -4.4053 0.015 -0.020 0.008
H 5.5632 0.5522 -2.5013 0.055 0.002 0.066
H 5.9527 0.4317 -4.2299 -0.014 -0.003 0.032
H 4.4040 -0.1795 -3.6217 -0.012 -0.009 -0.028
H 3.3870 2.9656 -5.3288 -0.006 0.002 -0.017
H 3.4164 1.2105 -5.4850 -0.131 -0.068 0.019
H 4.8575 2.1413 -5.8675 0.033 0.033 0.081
C 3.2362 -3.9811 0.4935 0.091 -0.018 0.146
C 4.0010 -2.6967 0.6423 -0.325 0.104 -0.063
C 5.3677 -2.6985 0.3941 0.112 0.016 -0.046
C 6.1449 -1.5783 0.6175 0.054 0.015 -0.014
C 5.5606 -0.4408 1.1480 0.051 -0.013 -0.002
C 4.2007 -0.4008 1.4157 -0.252 -0.020 0.066
C 3.6155 0.7504 2.1839 -0.053 -0.183 -0.145
C 3.4046 -1.5165 1.1023 0.747 0.046 -0.111
N 2.0023 -1.4273 1.3934 -0.456 0.198 0.353
C 1.5977 -1.9402 2.4954 0.628 -0.102 -0.473
C 2.4846 -2.6686 3.4633 0.027 -0.035 -0.076
C 0.2168 -1.6842 2.9822 -0.802 0.271 0.206
C -0.3122 -2.5509 4.0875 0.028 0.028 0.089
N -0.4013 -0.6579 2.5281 0.526 -0.321 -0.181
C -1.4117 -0.1165 3.3828 -0.525 0.223 0.376
C -2.7770 -0.1824 3.0945 0.083 -0.100 -0.140
C -3.3124 -0.8449 1.8568 0.007 0.098 0.111
C -3.6882 0.3257 4.0157 -0.012 -0.023 0.062
C -3.2727 0.8827 5.2098 -0.026 -0.005 -0.068
C -1.9166 0.9739 5.4708 0.011 0.040 0.041
C -0.9721 0.4892 4.5776 0.054 0.097 -0.202
C 0.4865 0.6811 4.9129 -0.069 -0.133 -0.057
H 3.3920 -4.6108 1.3738 -0.028 -0.008 0.028
H 3.5922 -4.5442 -0.3697 -0.018 -0.017 0.020
H 2.1711 -3.8047 0.3917 -0.058 -0.088 -0.008
H 5.8232 -3.6094 0.0321 -0.030 -0.023 0.009
H 7.2085 -1.6035 0.4155 -0.020 0.004 0.008
H 6.1710 0.4175 1.4041 -0.031 0.004 -0.040
H 4.2461 1.6327 2.1248 0.024 0.060 -0.011
H 3.5123 0.4734 3.2383 0.001 0.053 0.011
H 2.6225 1.0063 1.8243 -0.018 0.206 0.009
H 3.5168 -2.6728 3.1304 0.008 -0.027 0.008
H 2.1436 -3.6983 3.5793 0.005 -0.002 0.039
H 2.4412 -2.1911 4.4438 -0.088 -0.010 0.006
H -0.1554 -3.6019 3.8421 0.031 0.004 -0.034
H -1.3740 -2.3695 4.2307 0.007 -0.046 -0.018
H 0.1879 -2.3515 5.0369 0.027 -0.014 -0.006
H -3.7312 -1.8256 2.0938 -0.062 0.131 -0.018
H -2.5402 -0.9734 1.1096 -0.148 0.062 0.005
H -4.1053 -0.2399 1.4188 -0.009 -0.009 -0.043
H -4.7453 0.2510 3.7887 0.004 0.014 -0.003
H -3.9969 1.2470 5.9264 0.011 0.032 -0.013
H -1.5714 1.4413 6.3859 -0.004 -0.007 -0.003
H 0.6209 1.6355 5.4204 0.036 -0.001 -0.006
H 1.1085 0.6832 4.0197 0.050 0.056 0.034
H 0.8455 -0.0980 5.5918 0.034 -0.013 -0.016
C 2.0739 -3.1837 -2.3366 -0.104 0.049 -0.022
C 2.3594 -2.9267 -3.8113 0.076 0.136 0.146
As 3.7689 -3.9293 -4.8220 -0.271 -0.044 0.007
C 2.5189 -5.2985 -5.4556 0.031 -0.080 0.049
C 1.7803 -6.0917 -4.5780 0.004 -0.011 0.029
C 0.8491 -7.0017 -5.0512 0.003 -0.025 0.015
C 0.6324 -7.1238 -6.4178 0.010 0.008 -0.031
C 1.3599 -6.3419 -7.3014 -0.063 -0.051 -0.032
C 2.2980 -5.4367 -6.8216 0.121 0.091 0.043
C 4.7908 -4.9853 -3.5177 0.039 -0.013 -0.097
C 5.7325 -4.3227 -2.7312 -0.145 0.109 0.008
C 6.6600 -5.0277 -1.9793 0.023 0.002 0.066
C 6.6586 -6.4147 -1.9906 0.007 -0.026 -0.023
C 5.7385 -7.0874 -2.7804 0.051 -0.010 0.040
C 4.8259 -6.3791 -3.5493 -0.107 0.026 -0.001
P 0.5349 -2.2821 -1.7125 0.019 -0.738 -0.282
C -0.5792 -2.6317 -3.1473 -0.021 0.227 0.053
C -1.1661 -1.5992 -3.8668 0.094 0.087 0.050
C -1.9063 -1.8678 -5.0115 -0.008 0.019 -0.083
C -2.0768 -3.1708 -5.4463 -0.007 0.028 0.012
C -1.4973 -4.2110 -4.7313 0.022 -0.071 0.023
C -0.7585 -3.9425 -3.5928 -0.042 0.018 0.001
C -0.2126 -3.5349 -0.5628 0.036 0.168 0.134
C -1.1631 -3.0172 0.3149 0.138 -0.085 -0.176
C -1.8488 -3.8235 1.2092 -0.071 -0.058 0.046
C -1.5859 -5.1842 1.2460 0.035 -0.018 0.037
C -0.6459 -5.7212 0.3785 0.003 -0.037 0.007
C 0.0300 -4.9066 -0.5184 0.131 -0.007 0.050
H 2.9099 -2.8770 -1.7045 -0.053 0.008 -0.177
H 1.9092 -4.2497 -2.1715 0.126 0.095 0.012
H 2.5577 -1.8714 -3.9668 0.107 0.233 -0.039
H 1.4731 -3.1563 -4.4000 0.035 0.052 -0.076
H 1.9517 -6.0094 -3.5099 -0.015 -0.037 -0.012
H 0.2973 -7.6245 -4.3570 -0.016 0.023 0.003
H -0.0981 -7.8293 -6.7923 0.018 -0.017 0.004
H 1.2030 -6.4440 -8.3675 -0.002 0.026 0.003
H 2.8670 -4.8295 -7.5163 -0.014 -0.017 -0.018
H 5.7498 -3.2381 -2.7186 0.049 0.048 -0.004
H 7.4015 -4.4937 -1.3965 -0.013 -0.001 -0.002
H 7.3840 -6.9669 -1.4073 0.000 0.009 -0.005
H 5.7453 -8.1694 -2.8167 -0.011 0.003 -0.006
H 4.1473 -6.9244 -4.1906 -0.008 -0.013 0.005
H -1.0144 -0.5768 -3.5520 0.006 0.032 0.041
H -2.3361 -1.0491 -5.5769 0.000 0.016 0.029
H -2.6513 -3.3806 -6.3393 0.015 0.011 -0.010
H -1.6011 -5.2330 -5.0724 -0.008 0.002 0.008
H -0.2976 -4.7685 -3.0694 -0.024 -0.014 0.022
H -1.3743 -1.9568 0.2625 -0.029 -0.100 -0.046
H -2.5932 -3.3962 1.8699 0.119 -0.089 -0.052
H -2.1060 -5.8243 1.9471 -0.025 0.007 -0.022
H -0.4384 -6.7837 0.3987 0.012 0.010 -0.008
H 0.7724 -5.3634 -1.1608 -0.048 -0.006 0.002
```
Positions in Å, forces in eV/Å.

Its gap between HOMO and LUMO (spin up / spin down) is 6.2 / 6.1 eV. Its HOMO energy (spin up / spin down) is -9.16 / -9.16 eV. Its multiplicity is 6. As for the net charge: +1. The calculation puts the molar mass at 1267.30 g mol⁻¹.

Results of the Mulliken charge analysis, in e, for atoms 1 through 5: number 1, Mn, carries 3.2174; number 2, C, carries -1.6106; number 3, C, carries 1.2449; number 4, C, carries -1.0588; number 5, C, carries -2.2601